[1]
{"formula": "C29H36N3O3RuS3", "method": "ωB97M-V/def2-TZVPD", "symbols": ["Ru", "O", "S", "C", "C", "C", "C", "S", "O", "C", "C", "C", "C", "C", "C", "C", "C", "C", "C", "C", "C", "H", "H", "H", "H", "H", "H", "H", "H", "H", "H", "H", "H", "H", "H", "H", "H", "H", "H", "C", "N", "C", "C", "C", "C", "C", "C", "C", "C", "H", "H", "H", "H", "H", "H", "H", "H", "H", "H", "H", "H", "C", "N", "C", "C", "N", "C", "S", "H", "H", "H", "H", "H", "H", "O"], "coordinates": [[0.54805, 0.46033, 0.10763], [-0.92960, -0.95598, -0.06515], [-1.98054, -1.67748, -0.85612], [-2.09573, -3.39497, -0.22921], [-0.84251, -3.85728, 0.51951], [-0.85790, -3.45536, 2.00689], [0.53193, -3.52740, 2.64363], [1.50217, -2.00510, 2.38616], [0.94558, -1.26071, 1.19109], [0.89820, -1.16960, 3.90064], [-0.10704, -0.20953, 3.86371], [-0.52698, 0.41024, 5.03593], [0.06105, 0.07654, 6.25184], [1.07006, -0.87582, 6.29482], [1.49022, -1.49741, 5.12143], [-1.22150, -2.05028, -2.44723], [-2.02348, -2.48480, -3.50306], [-1.45591, -2.76177, -4.74373], [-0.08673, -2.59994, -4.93381], [0.71411, -2.15817, -3.88502], [0.14686, -1.88056, -2.64477], [-2.29362, -4.05251, -1.07947], [-2.97313, -3.43791, 0.42233], [0.06204, -3.50063, 0.01810], [-0.80150, -4.95161, 0.47925], [-1.51479, -4.15976, 2.52960], [-1.30034, -2.46529, 2.14972], [1.11134, -4.35466, 2.22244], [0.45299, -3.70646, 3.71866], [-0.56275, 0.06230, 2.92127], [-1.30981, 1.16041, 4.99557], [-0.26370, 0.56614, 7.16403], [1.53656, -1.12989, 7.24068], [2.28934, -2.23127, 5.16752], [-3.09500, -2.60181, -3.37091], [-2.08156, -3.09585, -5.56462], [0.35613, -2.80959, -5.90179], [1.78004, -2.02068, -4.03215], [0.77503, -1.52500, -1.83120], [2.30208, 0.35653, 2.48474], [2.45553, 0.77535, 1.07824], [3.14834, -0.26355, 0.29770], [3.14798, 2.05844, 0.99578], [2.43305, 2.90416, -0.01436], [2.92269, 4.14208, -0.43525], [2.19054, 4.90837, -1.33287], [0.96945, 4.44439, -1.80970], [0.47802, 3.21059, -1.38845], [1.20170, 2.43265, -0.48519], [3.26824, 0.22665, 2.98859], [1.73064, -0.59863, 2.53857], [1.71972, 1.09181, 3.03976], [4.14896, -0.47193, 0.69598], [3.25031, 0.03430, -0.75136], [2.58333, -1.19119, 0.30349], [4.20504, 1.94338, 0.72933], [3.10936, 2.59418, 1.95088], [3.87013, 4.51437, -0.05781], [2.56873, 5.87246, -1.65802], [0.39577, 5.04521, -2.50900], [-0.49226, 2.83206, -1.75801], [-3.31388, 3.94284, -1.82089], [-3.10012, 2.87678, -2.77469], [-3.75708, 2.75839, -3.98654], [-3.31412, 1.66052, -4.60702], [-2.37228, 1.06345, -3.80519], [-2.21418, 1.80862, -2.63821], [-1.17728, 1.44252, -1.40087], [-4.06572, 4.64131, -2.18948], [-2.37224, 4.47125, -1.65642], [-3.64570, 3.51356, -0.87256], [-4.49530, 3.47061, -4.31691], [-3.59757, 1.25428, -5.56384], [-1.86199, 0.21844, -4.00755], [-0.26745, 1.14487, 1.47288]], "forces_ev_per_angstrom": [[-1.1316, 4.0183, -0.2244], [-1.9487, -2.4707, -0.2901], [-0.3879, 0.1977, -0.8546], [0.3962, -0.3150, 0.3509], [-0.0465, -0.0029, 0.2280], [-0.0936, -0.1811, -0.1666], [-0.5702, -0.3293, -0.6981], [-1.1198, -4.8877, 1.2448], [-1.0915, -4.1424, 0.9160], [-1.0512, -0.8962, 1.8114], [-0.6273, -0.5587, 0.1199], [0.2187, -0.2205, 0.0224], [-0.0056, 0.0656, -0.0027], [-0.0359, 0.0846, -0.1358], [0.1443, -0.2246, -0.3175], [0.2814, -0.1366, -0.2993], [-0.0711, 0.0242, 0.0797], [0.1007, 0.0728, 0.1115], [0.0204, 0.0427, 0.0512], [-0.1464, 0.0141, 0.0441], [-0.0925, 0.0105, 0.0956], [-0.0436, 0.3149, -0.1086], [0.0672, 0.1623, -0.0348], [-0.1040, 0.1181, 0.0210], [-0.0035, 0.1104, -0.1104], [0.0691, 0.1100, 0.0203], [0.1619, 0.0072, -0.0570], [-0.0099, 0.0968, -0.0674], [0.2521, 0.3218, -0.0703], [0.0152, -0.0706, 0.1447], [0.0784, -0.1010, -0.0516], [0.0391, -0.0663, -0.0854], [-0.0156, -0.0176, -0.1396], [-0.0336, 0.0022, -0.0218], [0.0524, 0.0221, 0.0567], [0.0371, 0.0238, 0.1148], [-0.0520, 0.0175, 0.1054], [-0.1097, -0.0190, 0.0170], [-0.0872, -0.0992, -0.0610], [1.2283, 1.3690, -0.2170], [2.1277, -1.0462, 1.4720], [1.1659, -0.1116, -0.3489], [-0.0116, 0.8787, -0.3198], [-0.5588, 0.1365, -0.4614], [-0.1472, -0.0930, -0.0401], [0.0791, 0.1233, 0.0191], [0.1838, -0.1786, 0.2728], [1.9539, 2.4260, -0.3365], [0.1059, -0.1467, -0.4300], [0.0840, -0.0940, -0.0832], [2.7852, 6.8724, 0.2247], [0.1012, 0.0559, -0.3087], [0.0645, 0.1018, -0.0804], [0.1058, 0.3406, 0.1174], [0.5168, 0.2055, -0.1103], [-0.0405, -0.1656, 0.1297], [-0.0125, -0.3686, 0.0523], [-0.0131, -0.0482, -0.0118], [0.0153, -0.0892, 0.0454], [0.0582, -0.0145, 0.0114], [2.1563, 2.5967, -0.0611], [0.3793, -0.0764, 0.5385], [0.8826, -1.2328, -0.3225], [-0.3413, 0.2522, -0.0974], [-0.1745, -0.3375, -0.7209], [0.0210, 1.0848, 0.9853], [-0.9697, -0.3895, -1.4261], [-4.8705, -3.8285, -0.0233], [0.1116, -0.2074, -0.0891], [-0.1719, 0.0582, 0.0777], [0.0149, 0.1299, -0.0349], [0.0717, -0.0139, 0.1170], [0.0310, 0.0431, 0.0709], [0.0181, 0.1014, 0.1718], [-0.0057, 0.5681, -0.5412]], "homo_lumo_gap_ev": [6.55, 6.69], "total_charge": 1, "homo_energy_ha": [-0.325, -0.333], "s2": 6.02, "multiplicity": 5}

=====

[2]
{"formula": "C29H41N7O3PPbS3Te", "method": "ωB97M-V/def2-TZVPD", "symbols": ["Pb", "N", "C", "C", "N", "H", "H", "H", "H", "H", "H", "H", "H", "S", "C", "N", "C", "C", "C", "C", "C", "C", "S", "H", "H", "H", "H", "C", "N", "C", "C", "C", "C", "C", "N", "C", "C", "C", "C", "C", "C", "H", "H", "H", "H", "H", "H", "H", "H", "H", "H", "H", "S", "C", "N", "C", "C", "C", "N", "H", "H", "H", "H", "H", "H", "H", "H", "C", "C", "O", "P", "O", "Te", "O", "C", "C", "H", "H", "H", "H", "H", "H", "H", "H", "H", "H"], "coordinates": [[0.84289, 1.09496, 0.14074], [3.11105, -0.56519, 0.80032], [3.90439, -0.16144, 1.95179], [2.98661, 0.22268, 3.11595], [2.13098, 1.35449, 2.74301], [2.65868, -1.46528, 0.92202], [3.58169, -0.51855, -0.09636], [4.49373, 0.71651, 1.67226], [4.60661, -0.92861, 2.29892], [3.59392, 0.42104, 4.00503], [2.34149, -0.63029, 3.33493], [2.63115, 2.23553, 2.72215], [1.30185, 1.45348, 3.31397], [-1.44618, 0.60079, -1.48399], [-0.74591, -0.87033, -2.03249], [0.32114, -1.44304, -1.55548], [0.60695, -2.63907, -2.19148], [1.68181, -3.47526, -1.89821], [1.85239, -4.64341, -2.62162], [0.96250, -4.99699, -3.63905], [-0.11697, -4.17695, -3.94122], [-0.28404, -3.00675, -3.21116], [-1.49546, -1.77442, -3.36662], [2.38241, -3.19140, -1.12043], [2.69653, -5.28821, -2.40335], [1.12048, -5.90840, -4.20377], [-0.80396, -4.43340, -4.74004], [-1.77404, 0.94771, 3.00830], [-1.00561, 1.76082, 2.05583], [-1.16305, 3.03353, 2.10339], [-0.40593, 3.95172, 1.30484], [-0.42821, 5.35000, 1.34886], [0.54229, 5.78913, 0.44114], [1.10631, 4.63008, -0.11105], [0.54353, 3.52166, 0.40039], [-3.24582, 0.79891, 2.69288], [-4.21610, 1.08755, 3.64779], [-5.56820, 0.91148, 3.36756], [-5.96449, 0.44652, 2.12094], [-5.00006, 0.15637, 1.16014], [-3.65167, 0.32972, 1.44227], [-1.67500, 1.35295, 4.02242], [-1.32523, -0.04422, 3.00970], [-1.87734, 3.47994, 2.80590], [-1.07482, 5.96160, 1.96497], [0.80994, 6.80870, 0.20392], [1.89099, 4.56171, -0.85506], [-3.91257, 1.45502, 4.62346], [-6.31093, 1.14119, 4.12350], [-7.01570, 0.32003, 1.89370], [-5.29518, -0.20180, 0.17915], [-2.90467, 0.12890, 0.67562], [0.16761, -2.05713, 1.88867], [-1.04089, -3.21901, 1.90252], [-0.77905, -4.52726, 2.12645], [-1.78390, -5.58250, 2.18476], [-3.10808, -4.97292, 2.60340], [-3.42673, -3.83349, 1.65651], [-2.32423, -2.88435, 1.67943], [0.19664, -4.74204, 2.22310], [-1.45842, -6.33484, 2.89938], [-1.89490, -6.06836, 1.21178], [-3.02124, -4.58388, 3.61999], [-3.90028, -5.72085, 2.58467], [-4.33510, -3.31657, 1.95700], [-3.57970, -4.22602, 0.64732], [-2.48328, -1.92513, 1.41273], [4.99397, 3.41849, -1.76257], [4.02353, 3.48257, -2.93014], [3.94833, 2.23357, -3.62679], [2.78359, 1.17410, -3.17909], [2.74971, 1.11506, -1.67465], [3.17057, -0.67709, -4.55076], [1.43271, 2.00053, -3.53256], [0.94391, 2.15434, -4.87542], [-0.46725, 2.69439, -4.80092], [5.16597, 4.42074, -1.35822], [5.94656, 2.99931, -2.09262], [4.58481, 2.78090, -0.97856], [4.35281, 4.22531, -3.65648], [3.03225, 3.77675, -2.57923], [0.97205, 1.19876, -5.39041], [1.59554, 2.84190, -5.42269], [-1.12022, 1.97611, -4.30237], [-0.84406, 2.89404, -5.80765], [-0.48841, 3.62286, -4.22295]], "forces_ev_per_angstrom": [[0.2043, -0.3781, -0.2297], [0.0404, -0.1028, 0.1788], [-0.2666, 0.0767, -0.0947], [-0.1136, 0.1509, -0.2871], [0.1477, -0.1224, -0.0408], [0.1320, 0.0294, -0.0411], [-0.0542, 0.0666, 0.0611], [0.0322, -0.0298, -0.0586], [0.0700, -0.0239, 0.0431], [0.0579, -0.0243, 0.0739], [-0.0575, 0.0113, 0.0539], [-0.0472, -0.0379, 0.0580], [0.0899, -0.0052, 0.0272], [-0.2849, 0.0250, -0.2027], [0.2920, -0.3397, -0.0329], [-0.0645, 0.0899, 0.0231], [-0.0844, 0.1259, 0.0400], [0.0909, -0.0527, 0.0752], [-0.0221, 0.0254, 0.0577], [-0.1237, 0.1076, -0.0104], [0.1183, -0.0561, 0.0096], [-0.0392, 0.0450, -0.0694], [-0.0684, 0.0808, 0.0665], [-0.0562, 0.0127, -0.0681], [-0.0269, 0.0390, -0.0161], [-0.0082, 0.0269, 0.0170], [0.0384, -0.0006, 0.0421], [-0.0090, 0.1933, -0.0850], [-0.1669, -0.0814, 0.0642], [0.1558, 0.0080, -0.0315], [0.1163, -0.0461, -0.1078], [-0.0098, 0.0291, -0.0149], [0.0458, -0.1408, -0.0340], [-0.0765, 0.0552, 0.0565], [-0.1671, 0.1661, 0.1755], [0.0031, 0.0167, -0.0610], [-0.0317, -0.0119, -0.0295], [0.0258, -0.0301, -0.0562], [0.0938, 0.0096, 0.0393], [0.0453, -0.0280, -0.0182], [-0.0296, 0.0022, 0.0223], [0.0024, 0.0305, 0.0214], [0.0942, -0.0930, 0.0403], [-0.0115, 0.0417, 0.0219], [0.0387, -0.0655, -0.0287], [-0.0207, -0.0519, 0.0089], [-0.0960, -0.0238, 0.0654], [-0.0034, -0.0129, -0.0484], [0.0308, 0.0069, -0.0303], [0.0009, -0.0093, 0.0098], [0.0161, 0.0446, 0.0503], [-0.0559, 0.0874, 0.0100], [0.2112, -0.0888, 0.1287], [-0.1852, -0.0482, -0.1926], [-0.0921, 0.0975, 0.0671], [0.0809, 0.1700, -0.0583], [0.0257, 0.0097, 0.0549], [0.0960, 0.0791, -0.0206], [-0.0627, -0.0852, 0.0274], [0.0490, -0.0477, 0.0301], [0.0691, -0.0493, 0.0607], [0.0416, -0.0322, -0.0625], [-0.0448, -0.0165, 0.0290], [0.0127, -0.0189, -0.0280], [-0.0384, 0.1011, 0.0092], [-0.0244, 0.0233, -0.0784], [-0.0235, 0.0116, 0.0444], [-0.0550, -0.0691, -0.0350], [0.0058, -0.0904, 0.1342], [-0.0797, 0.0642, 0.1578], [0.1228, 0.8454, 0.0405], [-0.0415, -0.1537, 0.0845], [-0.0882, -0.2858, 0.0415], [-0.1525, -0.2530, -0.3605], [0.0476, 0.2111, 0.2464], [0.0212, 0.0330, 0.1563], [-0.0110, -0.0493, -0.0128], [-0.0081, 0.0474, 0.0143], [0.0442, 0.0037, -0.0227], [0.0245, -0.0055, -0.1155], [-0.0492, 0.0051, -0.0441], [0.0362, -0.2284, -0.0105], [0.0865, 0.0287, 0.0524], [0.0093, 0.0315, -0.0204], [0.0024, -0.0226, 0.0416], [-0.0178, -0.0538, -0.0747]], "homo_lumo_gap_ev": 6.01, "total_charge": -1, "homo_energy_ha": -0.146}

=====

[3]
{"formula": "C3HCl2F", "method": "ωB97M-V/def2-TZVPD", "symbols": ["C", "C", "C", "F", "Cl", "Cl", "H"], "coordinates": [[1.78539, -0.17403, -0.35493], [0.46280, -0.22936, -0.34320], [-0.83761, 0.08748, 0.21381], [-0.68543, 0.14205, 1.60866], [-2.07729, -1.07921, -0.27045], [-1.38669, 1.79969, -0.25976], [2.73882, -0.54662, -0.59413]], "forces_ev_per_angstrom": [[-9.6398, -0.8038, -0.1954], [8.8782, 0.8528, 0.2007], [-0.2140, 1.3022, 1.0309], [-0.6488, -0.3784, -1.5351], [0.3698, 0.3062, 0.3775], [0.4275, -1.3231, 0.2177], [0.8271, 0.0441, -0.0963]], "homo_lumo_gap_ev": 10.74, "homo_energy_ha": -0.397, "smiles": "C#CC(F)(Cl)Cl"}

=====

[4]
{"formula": "C4H11NO2", "method": "ωB97M-V/def2-TZVPD", "symbols": ["C", "C", "C", "N", "C", "O", "H", "H", "H", "H", "H", "H", "H", "H", "H", "O", "H", "H"], "coordinates": [[-0.96502, 0.36263, -0.86543], [0.12142, 1.29022, -0.33400], [1.29348, 0.52840, 0.34182], [-0.36684, 2.37991, 0.50907], [-1.42043, 2.32333, 1.35264], [-2.13860, 1.35877, 1.55469], [-1.91266, 0.87325, -1.01903], [-1.21782, -0.35968, -0.09411], [-0.64758, -0.12156, -1.78435], [0.61447, 1.80336, -1.16568], [2.21420, 1.08189, 0.13651], [1.21189, 0.49477, 1.42916], [1.34757, -0.50613, 0.00197], [0.19717, 3.20764, 0.60334], [-1.59929, 3.24174, 1.90259], [0.80391, -5.87665, -1.08956], [0.77457, -5.91981, -0.12942], [1.68954, -6.16207, -1.35022]], "forces_ev_per_angstrom": [[-0.3872, 0.2122, 0.6709], [0.9497, -0.0059, -0.1300], [-0.2286, 0.3250, 0.2565], [-0.3769, 0.0528, 0.1770], [-0.3345, -1.0464, 0.2792], [0.2754, 0.2335, -0.2407], [0.1056, 0.2651, -0.3333], [0.1625, -0.3278, -0.1097], [0.0884, -0.0836, 0.0212], [-0.4091, -0.0273, -0.2010], [0.0936, -0.3810, -0.0555], [-0.3353, -0.0004, 0.0041], [0.2032, 0.1379, -0.2245], [0.0728, -0.0147, -0.2233], [0.1197, 0.6575, 0.1095], [0.1190, -0.0208, -0.1684], [0.1126, -0.0387, -0.0292], [-0.2307, 0.0626, 0.1974]], "homo_lumo_gap_ev": 10.42, "homo_energy_ha": -0.353, "smiles": "CC(C)NC=O.O"}